This record from the OMol25 dataset describes a structure of composition C32H54BiN2O3P2 at a distorted geometry. The level of theory is ωB97M-V with the def2-TZVPD basis set.

Cartesian coordinates (Å):
Bi 0.59 -1.28 0.50
P 1.26 -3.54 1.48
P -1.90 -2.24 0.42
O 1.48 -0.53 2.66
O -0.84 0.79 6.23
O -2.44 1.63 2.07
N 0.57 0.57 4.44
N -0.48 0.59 2.34
C 2.17 -3.39 -0.17
C -1.48 1.32 -2.94
C -2.21 -2.97 -1.21
C 1.16 2.63 -0.65
C 1.46 0.25 -3.51
C 0.55 0.21 3.11
C -0.76 -6.95 0.47
C 0.52 -7.37 1.23
C -0.18 2.59 -1.12
C 1.39 -6.69 -1.56
C -3.31 -1.18 0.78
C 1.93 1.74 -1.46
C -0.64 -5.76 -0.43
C -0.24 1.67 -2.20
C 1.66 3.41 0.50
C 3.38 1.49 -1.30
C -0.38 -4.09 2.18
C 2.48 -3.45 2.82
C -1.46 1.41 2.81
C 1.51 -6.26 1.49
C -0.51 3.38 4.14
C 0.32 -5.65 -1.37
C -1.34 2.06 4.20
C -0.88 4.43 3.10
C 1.06 1.16 -2.42
C -1.32 3.34 -0.56
C 2.68 -6.49 -0.72
C -2.74 2.29 4.83
C -0.57 1.09 5.08
C -1.74 -3.43 1.81
C 2.53 -5.95 0.65
C -3.69 3.23 4.11
H 1.02 -8.20 0.72
H -1.00 4.31 -0.15
H 1.20 0.04 5.03
H -3.62 3.09 3.03
H -3.88 -1.62 1.61
H 3.74 0.72 -1.99
H 0.99 -7.70 -1.37
H 0.55 3.11 3.99
H -1.80 2.77 0.26
H -0.58 3.82 5.14
H 1.34 2.95 1.45
H -2.08 -2.88 2.70
H 0.25 -4.90 -2.17
H 1.97 -3.68 3.78
H -1.97 2.23 -3.30
H -1.07 -7.84 -0.11
H 3.19 -7.47 -0.69
H 1.71 0.81 -4.42
H -0.19 5.28 3.18
H -0.40 -5.16 1.95
H 3.26 -4.20 2.64
H 3.35 -5.83 -1.28
H 2.35 -0.34 -3.25
H 3.97 2.41 -1.49
H 0.20 -7.75 2.22
H 1.28 4.44 0.48
H 3.41 -5.43 1.05
H -1.90 4.82 3.25
H -3.14 -3.57 -1.16
H -2.34 -2.18 -1.96
H -0.81 4.04 2.08
H 1.68 -4.00 -0.94
H 1.70 -6.65 -2.62
H 3.63 1.16 -0.28
H -2.59 2.65 5.86
H -2.08 3.53 -1.32
H -1.38 -3.62 -1.54
H 2.91 -2.43 2.90
H -2.20 0.79 -2.29
H -3.52 4.28 4.36
H -3.00 -0.15 1.05
H -3.23 1.31 4.91
H 0.65 -0.44 -3.78
H -1.53 -5.13 -0.43
H -1.25 0.68 -3.79
H -1.57 -6.77 1.19
H -0.26 -4.04 3.27
H 3.21 -3.72 -0.02
H -3.95 -1.15 -0.11
H 2.76 3.45 0.50
H 2.27 -2.36 -0.58
H 1.53 -5.93 2.54
H -4.72 2.99 4.40
H -2.48 -4.22 1.58

Output
Total charge   +1
2S+1   1
HOMO energy (alpha / beta)   -7.664 / -7.660 eV
Orbital gap (alpha / beta)   3.438 / 3.435 eV
Energy above the lowest of the compared OMol25 structures with the same formula, charge and spin   0.00 kJ/mol


This record from the OMol25 dataset describes a cluster of 3 separate species, C32H54FN3O2 in total at a distorted geometry. The level of theory is ωB97M-V with the def2-TZVPD basis set.

Cartesian coordinates (Å):
F -5.67 -1.26 5.35
O 0.02 -3.22 1.72
O -2.27 -0.76 5.66
N 5.04 -0.73 -2.10
N 0.02 3.87 -3.57
N 1.00 1.68 2.24
C 6.69 -1.01 -4.03
C -1.91 -0.95 4.52
C -4.28 -1.22 3.32
C 2.14 -0.43 1.63
C 2.36 1.10 2.03
C 0.26 -1.39 3.23
C -5.00 -0.40 4.42
C 5.25 -2.04 -1.50
C 3.40 -1.48 -3.92
C 3.73 -0.59 -2.72
C 1.44 2.49 -2.07
C -2.82 -1.45 3.37
C -0.38 -0.72 4.22
C -4.27 -2.57 1.11
C 0.22 2.55 -2.98
C 1.13 4.41 -4.33
C -6.54 -1.74 1.96
C -4.98 -1.83 2.16
C -0.58 -2.38 2.36
C 0.33 0.32 5.15
C 6.47 -2.10 -0.59
C -1.30 4.02 -4.19
C -2.83 -2.75 1.14
C -7.31 -2.38 3.20
C 1.67 3.59 -5.50
C -8.63 -3.15 2.81
C 6.15 -0.18 -2.86
C 0.82 -0.12 6.38
C -2.13 -2.20 2.29
C 1.78 -1.22 2.96
C -5.98 0.71 3.85
C -1.62 3.14 -5.39
H -1.39 2.09 -5.21
H 3.58 0.46 -3.01
H 5.88 0.81 -3.23
H 6.83 -2.06 -3.77
H 6.98 0.00 -2.17
H 7.40 -1.99 -1.15
H 1.48 1.52 -1.56
H 1.96 4.59 -3.63
H -6.89 -0.70 1.76
H 7.67 -0.62 -4.34
H 3.93 -1.15 -4.82
H 1.35 -0.57 0.85
H 1.91 -0.03 6.58
H -0.65 2.30 -2.36
H -7.06 0.43 4.01
H 6.04 -0.95 -4.91
H 0.30 1.77 -3.74
H 5.34 -2.83 -2.26
H 2.65 3.98 -5.80
H -6.84 -2.36 1.06
H 2.33 -1.42 -4.14
H -4.27 0.17 5.05
H -9.24 -3.22 3.75
H -2.05 3.83 -3.41
H 1.41 3.26 -1.30
H 2.20 -2.26 2.83
H -7.61 -1.56 3.90
H 4.38 -2.29 -0.89
H 0.63 1.89 1.31
H 2.97 -0.78 -1.95
H 6.43 -1.32 0.17
H 2.85 1.60 1.15
H 1.07 2.59 2.71
H 6.51 -3.07 -0.09
H -5.75 0.87 2.77
H 2.37 2.59 -2.63
H 3.64 -2.53 -3.74
H -6.63 -3.04 3.81
H 3.01 1.19 2.94
H 3.15 -0.80 1.31
H -1.10 3.46 -6.29
H -2.27 -3.29 0.34
H -9.26 -2.58 2.07
H 1.02 3.65 -6.37
H 1.81 2.53 -5.25
H -4.85 -2.99 0.26
H 2.30 -0.80 3.86
H 0.87 5.41 -4.69
H -2.69 3.20 -5.61
H 0.42 1.39 4.88
H -8.44 -4.20 2.48
H -1.44 5.07 -4.47
H -5.83 1.67 4.40
H 0.16 -0.51 7.20

Output
Total charge   0
2S+1   1
HOMO energy   -8.025 eV
SMILES string   C=CC1=C(CCCN)C(=O)c2ccc(CCC)c([C@@H](C)F)c2C1=O.CCN(CC)CC.CCN(CC)CC
Orbital gap   7.384 eV